Here is a 10-piece molecular cluster, C44H103ClN13O9 overall at a distorted geometry from the OMol25 dataset. Energies are from wB97M-V/def2-TZVPD.

Each atom is followed by the atoms it is bonded to, with distances in Å.
Atoms and positions in Å:
1 Cl -8.767 6.452 24.519  no bonds
2 C -6.634 4.331 27.372  O3 1.269, N4 1.330, N5 1.306
3 O -6.344 3.460 28.247  C2 1.269
4 N -7.219 5.475 27.715  C2 1.330, H6 1.026, H7 1.020
5 N -6.359 4.101 26.115  C2 1.306, H8 1.006, H9 0.999
6 H -6.923 5.751 28.658  N4 1.026
7 H -6.715 6.137 27.125  N4 1.020
8 H -6.740 4.642 25.357  N5 1.006
9 H -5.809 3.288 25.934  N5 0.999
10 C -6.839 4.662 21.709  O11 1.213, N12 1.337, N13 1.359
11 O -6.363 4.320 20.646  C10 1.213
12 N -6.541 5.856 22.229  C10 1.337, H14 1.009, H15 1.037
13 N -7.757 3.883 22.339  C10 1.359, H16 1.024, H17 0.997
14 H -6.180 6.541 21.582  N12 1.009
15 H -7.060 6.158 23.075  N12 1.037
16 H -8.208 4.305 23.156  N13 1.024
17 H -7.704 2.888 22.305  N13 0.997
18 C -11.626 3.665 25.383  O19 1.220, N20 1.334, N21 1.409
19 O -12.580 3.118 25.912  C18 1.220
20 N -11.733 4.536 24.378  C18 1.334, H22 1.002, H23 1.019
21 N -10.320 3.409 25.844  C18 1.409, H24 1.007, H25 1.027
22 H -12.649 4.942 24.366  N20 1.002
23 H -10.954 5.185 24.277  N20 1.019
24 H -9.761 4.231 26.004  N21 1.007
25 H -10.407 2.903 26.733  N21 1.027
26 C -8.857 10.356 25.627  O27 1.249, N28 1.439, N29 1.369
27 O -8.550 11.504 26.013  C26 1.249
28 N -9.008 10.126 24.214  C26 1.439, H30 0.989, H31 1.017
29 N -8.935 9.241 26.418  C26 1.369, H32 1.018, H33 1.023
30 H -8.545 10.764 23.616  N28 0.989
31 H -8.888 9.140 23.997  N28 1.017
32 H -8.895 8.316 25.996  N29 1.018
33 H -8.708 9.383 27.405  N29 1.023
34 C -4.167 11.427 29.076  C35 1.559, H45 1.099, H46 1.112, H47 1.062
35 C -4.093 11.332 27.522  C34 1.559, C36 1.521, N40 1.463, C44 1.566
36 C -2.640 11.134 27.119  C35 1.521, C37 1.511, H48 1.103, H49 1.085
37 C -2.524 10.636 25.697  C36 1.511, C38 1.472, H50 1.088, H51 1.109
38 C -3.262 9.372 25.538  C37 1.472, C39 1.513, H52 1.083, H53 1.087
39 C -4.735 9.506 25.858  C38 1.513, N40 1.502, C42 1.561, C43 1.566
40 N -4.889 10.146 27.207  C35 1.463, C39 1.502, O41 1.371
41 O -6.183 10.419 27.568  N40 1.371, H63 0.964
42 C -5.531 10.210 24.715  C39 1.561, H54 1.097, H55 1.093, H56 1.085
43 C -5.253 8.031 25.948  C39 1.566, H57 1.088, H58 1.092, H59 1.097
44 C -4.649 12.654 26.893  C35 1.566, H60 1.080, H61 1.074, H62 1.102
45 H -5.197 11.480 29.455  C34 1.099
46 H -3.684 12.381 29.382  C34 1.112
47 H -3.719 10.574 29.523  C34 1.062
48 H -2.058 12.068 27.197  C36 1.103
49 H -2.212 10.355 27.743  C36 1.085
50 H -1.480 10.518 25.419  C37 1.088
51 H -2.863 11.406 24.974  C37 1.109
52 H -2.903 8.638 26.250  C38 1.083
53 H -3.143 8.893 24.570  C38 1.087
54 H -6.545 9.798 24.766  C42 1.097
55 H -5.569 11.301 24.768  C42 1.093
56 H -5.056 9.932 23.780  C42 1.085
57 H -4.916 7.502 25.058  C43 1.088
58 H -4.803 7.533 26.809  C43 1.092
59 H -6.342 8.065 26.071  C43 1.097
60 H -5.705 12.736 27.102  C44 1.080
61 H -4.481 12.722 25.834  C44 1.074
62 H -4.093 13.498 27.333  C44 1.102
63 H -6.591 11.037 26.952  O41 0.964
64 C -12.785 11.491 21.065  C65 1.522, H75 1.085, H76 1.064, H77 1.117
65 C -13.190 10.541 22.184  C64 1.522, C66 1.544, N70 1.519, C74 1.543
66 C -14.690 10.202 22.037  C65 1.544, C67 1.512, H78 1.112, H79 1.055
67 C -15.088 9.003 22.866  C66 1.512, C68 1.499, H80 1.110, H81 1.097
68 C -14.269 7.808 22.479  C67 1.499, C69 1.573, H82 1.079, H83 1.091
69 C -12.718 8.027 22.617  C68 1.573, N70 1.500, C72 1.566, C73 1.562
70 N -12.383 9.290 21.880  C65 1.519, C69 1.500, O71 1.433
71 O -11.016 9.677 22.071  N70 1.433, H93 0.975
72 C -12.302 7.978 24.126  C69 1.566, H84 1.112, H85 1.106, H86 1.080
73 C -12.015 6.823 21.913  C69 1.562, H87 1.096, H88 1.103, H89 1.066
74 C -13.007 11.126 23.601  C65 1.543, H90 1.076, H91 1.080, H92 1.098
75 H -13.421 12.366 21.145  C64 1.085
76 H -12.916 10.866 20.213  C64 1.064
77 H -11.758 11.875 21.279  C64 1.117
78 H -15.360 11.067 22.236  C66 1.112
79 H -14.897 9.901 21.047  C66 1.055
80 H -16.146 8.726 22.675  C67 1.110
81 H -15.107 9.260 23.933  C67 1.097
82 H -14.377 7.647 21.418  C68 1.079
83 H -14.455 6.944 23.119  C68 1.091
84 H -12.513 6.966 24.533  C72 1.112
85 H -11.213 8.143 24.233  C72 1.106
86 H -12.906 8.656 24.711  C72 1.080
87 H -12.214 6.968 20.845  C73 1.096
88 H -10.915 6.744 21.946  C73 1.103
89 H -12.432 5.943 22.345  C73 1.066
90 H -13.515 12.075 23.607  C74 1.076
91 H -11.962 11.196 23.862  C74 1.080
92 H -13.537 10.639 24.430  C74 1.098
93 H -10.727 9.688 23.002  O71 0.975
94 C -11.699 5.567 17.896  C95 1.597, H105 1.099, H106 1.085, H107 1.128
95 C -10.291 4.816 17.983  C94 1.597, C96 1.574, N100 1.462, C104 1.539
96 C -9.811 4.979 19.474  C95 1.574, C97 1.501, H108 1.118, H109 1.103
97 C -10.592 4.115 20.420  C96 1.501, C98 1.456, H110 1.089, H111 1.070
98 C -10.546 2.701 20.076  C97 1.456, C99 1.579, H112 1.102, H113 1.101
99 C -10.952 2.481 18.566  C98 1.579, N100 1.483, C102 1.550, C103 1.513
100 N -10.228 3.394 17.649  C95 1.462, C99 1.483, O101 1.424
101 O -10.641 3.105 16.317  N100 1.424, H123 0.965
102 C -10.576 1.038 18.145  C99 1.550, H114 1.101, H115 1.092, H116 1.083
103 C -12.464 2.540 18.516  C99 1.513, H117 1.107, H118 1.124, H119 1.099
104 C -9.296 5.532 17.053  C95 1.539, H120 1.127, H121 1.069, H122 1.059
105 H -12.220 5.346 16.954  C94 1.099
106 H -11.489 6.631 17.915  C94 1.085
107 H -12.311 5.357 18.820  C94 1.128
108 H -8.721 4.752 19.580  C96 1.118
109 H -9.767 6.064 19.670  C96 1.103
110 H -11.598 4.510 20.555  C97 1.089
111 H -10.152 4.218 21.390  C97 1.070
112 H -11.237 2.040 20.625  C98 1.102
113 H -9.536 2.366 20.362  C98 1.101
114 H -9.480 0.936 18.143  C102 1.101
115 H -10.955 0.309 18.864  C102 1.092
116 H -11.036 0.811 17.191  C102 1.083
117 H -12.937 3.533 18.637  C103 1.107
118 H -12.680 2.223 17.460  C103 1.124
119 H -12.941 1.773 19.141  C103 1.099
120 H -9.245 6.622 17.334  C104 1.127
121 H -9.576 5.458 16.024  C104 1.069
122 H -8.367 5.092 17.305  C104 1.059
123 H -11.522 3.498 16.306  O101 0.965
124 C -11.038 -0.545 23.591  C125 1.539, H135 1.079, H136 1.155, H137 1.092
125 C -9.871 -0.629 24.589  C124 1.539, C126 1.529, N130 1.445, C134 1.520
126 C -9.385 -2.070 24.740  C125 1.529, C127 1.533, H138 1.102, H139 1.064
127 C -8.019 -2.158 25.430  C126 1.533, C128 1.500, H140 1.090, H141 1.117
128 C -6.947 -1.238 24.924  C127 1.500, C129 1.489, H142 1.118, H143 1.100
129 C -7.506 0.131 24.753  C128 1.489, N130 1.499, C132 1.518, C133 1.527
130 N -8.785 0.098 23.972  C125 1.445, C129 1.499, O131 1.390
131 O -9.275 1.365 23.679  N130 1.390, H153 0.996
132 C -7.566 0.719 26.151  C129 1.518, H144 1.053, H145 1.115, H146 1.086
133 C -6.561 1.074 24.011  C129 1.527, H147 1.100, H148 1.103, H149 1.110
134 C -10.430 -0.137 25.914  C125 1.520, H150 1.128, H151 1.146, H152 1.086
135 H -10.634 -0.755 22.613  C124 1.079
136 H -11.507 0.511 23.581  C124 1.155
137 H -11.875 -1.153 23.940  C124 1.092
138 H -10.128 -2.727 25.219  C126 1.102
139 H -9.232 -2.442 23.755  C126 1.064
140 H -7.710 -3.201 25.372  C127 1.090
141 H -8.212 -1.978 26.516  C127 1.117
142 H -6.598 -1.586 23.920  C128 1.118
143 H -6.089 -1.286 25.610  C128 1.100
144 H -6.604 1.086 26.368  C132 1.053
145 H -8.241 1.606 26.192  C132 1.115
146 H -7.900 -0.026 26.866  C132 1.086
147 H -6.842 2.137 24.060  C133 1.100
148 H -5.557 1.067 24.467  C133 1.103
149 H -6.482 0.828 22.931  C133 1.110
150 H -9.846 -0.504 26.806  C134 1.128
151 H -11.430 -0.668 26.091  C134 1.146
152 H -10.411 0.934 26.097  C134 1.086
153 H -9.398 1.889 24.516  O131 0.996
154 C -11.800 5.602 27.734  C155 1.539, H160 1.055, H161 1.083, H162 1.104
155 C -12.720 6.733 28.223  C154 1.539, C156 1.516, N159 1.514, H163 1.070
156 C -11.989 8.059 28.155  C155 1.516, O157 1.442, H164 1.107, H165 1.103
157 O -12.851 9.163 28.496  C156 1.442, C158 1.453
158 C -12.230 10.443 28.790  O157 1.453, H166 1.078, H167 1.085, H168 1.103
159 N -13.970 6.756 27.369  C155 1.514, H169 0.982, H170 1.033
160 H -10.931 5.477 28.319  C154 1.055
161 H -11.464 5.894 26.746  C154 1.083
162 H -12.361 4.652 27.734  C154 1.104
163 H -13.030 6.566 29.233  C155 1.070
164 H -11.659 8.196 27.107  C156 1.107
165 H -11.109 8.260 28.789  C156 1.103
166 H -11.310 10.336 29.343  C158 1.078
167 H -12.921 10.986 29.426  C158 1.085
168 H -12.053 11.037 27.877  C158 1.103
169 H -13.786 6.496 26.440  N159 0.982
170 H -14.283 7.730 27.228  N159 1.033

## Properties
**Gap between HOMO and LUMO**: 8.88 eV
**HOMO level**: -6.70 eV
**E**: -3587.54118 a.u.
**LUMO**: 2.1854 eV
**Net charge**: -1